Entry from the OMol25 dataset: a single C2H3F3N2S molecule at a distorted geometry (the ωB97M-V functional and the def2-TZVPD basis).

Summary:
Total charge = 0
SMILES = NNC(=S)C(F)(F)F
E_tot = -885.22562 a.u.
Orbital gap = 8.6 eV
Lowest unoccupied orbital energy = -1.08 eV

CARTESIAN COORDINATES (ANGSTROEM)
N 1.342693 1.433829 0.972999
N 0.173002 1.010450 0.327377
C -0.102324 -0.459131 0.261452
S 0.148076 -1.724567 1.301179
C -0.969669 -0.814567 -0.924956
F -1.006053 -2.251284 -1.100721
F -2.302225 -0.474033 -0.797144
F -0.493159 -0.220007 -2.183196
H 1.988516 0.608052 0.708959
H 1.167764 1.436661 2.086610
H 0.053379 1.454596 -0.652559

Cartesian forces, eV/Å:
0.8399 -2.0254 2.1047
-1.5541 -3.0082 -2.3643
-0.1261 1.9321 0.8133
0.5729 2.2246 -0.4798
-1.6829 -2.0898 -3.0317
0.2810 3.7716 -0.3261
2.3901 -0.0591 -0.2005
-1.1534 -1.5070 3.1860
-0.4618 2.0010 1.4510
0.5332 -0.3078 -3.4215
0.3612 -0.9321 2.2689

Results of the Löwdin charge analysis, in e, for atoms 1 through 8:
1 N -0.044
2 N -0.129
3 C -0.664
4 S 0.785
5 C -0.461
6 F -0.016
7 F 0.104
8 F 0.023

***

Entry from the OMol25 dataset: a 2-piece molecular cluster, C2H3F3O3S overall at a distorted geometry (the ωB97M-V functional and the def2-TZVPD basis).

Summary:
Total charge = 0
E_tot = -1001.37893 a.u.
Orbital gap (alpha / beta) = 8.4 / 8.4 eV
Lowest unoccupied orbital energy (alpha / beta) = -1.78 / -1.26 eV

CARTESIAN COORDINATES (ANGSTROEM)
C 0.142290 -0.776858 0.910389
C 3.577131 0.388366 -0.090764
O 1.829710 -2.508061 -0.571999
O 0.697709 -0.608161 -1.535961
O 0.074340 0.562576 1.011846
F 3.959960 0.220820 1.186854
F 4.517702 -0.027213 -0.884159
F 3.307575 1.663533 -0.316137
S 1.350372 -1.193807 -0.444646
H -0.838507 -1.416554 0.718546
H 0.485974 -1.117857 1.893032
H 0.260866 0.871649 0.110527

Cartesian forces, eV/Å:
-0.8588 -3.1580 1.7123
-1.1335 -0.5046 1.2282
0.5270 -2.1353 0.5548
-1.4526 1.8087 -2.6769
-0.0813 1.2296 -1.1490
-0.3638 0.0811 -0.6790
0.1634 -0.3267 -0.5007
-0.1743 -0.2627 -0.0256
1.8663 1.4679 2.0779
1.7152 1.4853 -0.3172
0.3230 -0.4479 -0.3251
-0.5306 0.7624 0.1003

Results of the Löwdin charge analysis, in e, for atoms 1 through 8:
1 C -0.358
2 C -0.477
3 O -0.304
4 O -0.321
5 O -0.052
6 F 0.111
7 F 0.168
8 F 0.139

***

Entry from the OMol25 dataset: C2H3F4NO4S2 as an isolated structure at a distorted geometry (the ωB97M-V functional and the def2-TZVPD basis).

Summary:
Total charge = 0
E_tot = -1629.36581 a.u.
Orbital gap (alpha / beta) = 9.8 / 9.8 eV
Lowest unoccupied orbital energy (alpha / beta) = -1.48 / -1.48 eV

CARTESIAN COORDINATES (ANGSTROEM)
C 2.309610 0.328321 -0.035851
C -2.190832 1.079598 0.326970
N 0.006550 -0.648176 0.899787
O 2.013888 -2.250365 0.618819
O 0.781135 -1.442948 -1.348259
O -0.413022 1.026464 -1.378859
O -1.912890 -1.029910 -1.430321
F -1.571730 1.857850 1.134746
F -2.995056 0.285875 1.075458
F -2.965153 1.878391 -0.421634
F -0.618460 -1.754278 1.466077
S 1.346490 -1.177486 -0.057725
S -1.088754 -0.077848 -0.789756
H 1.696550 1.117261 0.540579
H 3.202196 0.155462 0.421614
H 2.399480 0.651786 -1.021640

Cartesian forces, eV/Å:
-3.9489 1.1587 1.0756
-2.3268 -1.7242 -0.1906
-1.4963 0.5909 -1.5820
-0.0857 0.6978 -0.0463
0.3444 0.0608 -0.7976
1.3136 -0.3803 -0.9604
0.3216 -0.4140 0.1370
1.9029 0.6538 0.8783
0.2039 0.0725 -0.4607
0.2697 -0.7770 -0.5071
0.4043 0.3293 -0.5953
1.0868 -1.5143 1.0352
-1.6358 2.6707 3.2616
1.0048 -1.2828 -0.8530
2.4307 -0.6223 1.3172
0.2109 0.4806 -1.7118

Results of the Löwdin charge analysis, in e, for atoms 1 through 8:
1 C -0.092
2 C -0.673
3 N -0.170
4 O -0.263
5 O -0.330
6 O -0.270
7 O -0.209
8 F 0.194

***

Entry from the OMol25 dataset: C2H3FHgO as an isolated structure at a distorted geometry (the ωB97M-V functional and the def2-TZVPD basis).

Summary:
Total charge = +1
E_tot = -406.04967 a.u.
Orbital gap (alpha / beta) = 8.7 / 8.5 eV
2S+1 = 2
Lowest unoccupied orbital energy (alpha / beta) = -7.40 / -7.24 eV

CARTESIAN COORDINATES (ANGSTROEM)
C -0.034028 -0.882341 0.302924
C 0.591368 -0.236291 -0.710072
H 0.382731 -1.027292 1.303676
F -1.134903 -1.573789 0.081531
H 1.605367 0.128908 -0.519169
H 0.196830 -0.298239 -1.729526
O -1.291372 2.029651 1.416009
Hg -0.315994 1.859392 -0.145374

Cartesian forces, eV/Å:
-0.3004 -1.4278 -0.1838
0.1301 0.8848 -0.5770
-0.2876 0.2114 -0.1197
0.7260 0.7954 0.2792
-0.1323 -0.3426 -0.1584
0.2716 -0.2787 0.2395
-2.1254 0.9503 3.1675
1.7180 -0.7929 -2.6473

Want to see where the charge sits? The Löwdin charges in e are:
1 C -0.171
2 C -0.100
3 H 0.155
4 F 0.120
5 H 0.084
6 H 0.094
7 O -0.451
8 Hg 1.268